The following is a DFT calculation (ωB97M-V/def2-TZVPD) of a molecular structure, C23H63F6NO15S2V in a non-equilibrium geometry.

XYZ file:
```
111
Properties=species:S:1:pos:R:3:forces:R:3:lowdin_spin:R:1
C 17.195222 -15.921093 -14.282661 -0.262 0.186 0.914 0.00
H 16.712933 -14.655648 -12.904919 0.016 0.042 0.229 0.00
H 14.522128 -21.399133 -20.450458 0.214 0.315 0.001 0.00
H 17.009477 -15.087397 -14.959823 -0.336 -0.169 -0.406 0.00
C 23.165368 -17.062934 -24.407560 1.315 -1.275 1.314 0.00
O 16.906390 -22.167056 -15.949367 0.697 0.537 -1.141 0.07
C 17.082111 -14.151867 -18.377918 0.995 3.444 0.485 0.00
H 22.096346 -16.900254 -24.544787 -0.030 0.121 -0.039 0.00
H 23.556319 -16.590115 -23.506618 -0.600 0.367 0.315 0.00
C 19.329883 -18.609653 -24.870213 0.625 0.247 -0.314 0.00
C 20.214640 -19.563203 -20.800795 -0.186 -0.894 0.842 0.02
H 24.446338 -18.895089 -23.920078 0.098 0.768 0.643 0.00
H 15.658970 -20.159710 -21.969237 -0.603 -0.069 0.474 0.00
O 19.948679 -20.993427 -15.865959 -0.177 0.476 -0.750 0.05
H 23.260801 -21.005668 -15.536342 0.276 0.309 0.358 0.00
H 14.153673 -20.200553 -22.933106 0.089 -0.529 -0.517 0.00
H 16.294690 -21.811529 -14.043482 0.038 -0.188 0.630 0.00
H 22.459502 -20.023054 -16.732001 -0.040 0.264 0.206 0.00
H 17.259435 -14.625838 -17.412514 -0.839 -1.110 -0.384 0.00
H 15.075550 -16.449079 -14.266976 -0.037 -0.223 0.398 0.00
C 24.592035 -15.552556 -18.850462 -0.564 -0.022 0.191 0.00
H 18.151851 -16.331911 -14.605432 -0.170 -0.354 0.231 0.00
C 19.283441 -20.149187 -25.037220 -0.246 0.552 -0.441 0.00
C 16.563059 -18.322176 -18.097805 0.702 -0.020 -1.899 0.00
C 22.356987 -20.426166 -15.724486 0.234 0.222 -0.864 0.00
H 16.501439 -22.545628 -21.200947 0.251 -0.594 -0.021 0.00
H 20.387191 -14.509584 -17.158120 -0.259 -0.457 -0.332 0.00
H 24.855927 -14.620532 -19.350259 0.183 -0.193 -0.290 0.00
O 17.495627 -22.745383 -19.344748 -0.380 0.892 -0.419 0.07
H 17.005438 -21.078742 -20.480388 0.464 -0.032 0.406 0.00
H 23.204892 -16.266592 -20.306004 -0.007 0.139 -0.373 0.00
H 16.164570 -17.499065 -15.179475 -0.379 -0.049 -0.262 0.00
H 24.946033 -18.224977 -20.374887 0.335 -0.357 -0.318 0.00
H 23.491846 -21.017875 -21.233139 0.066 0.672 -0.061 0.00
H 17.757552 -12.379496 -17.177513 0.251 -0.168 -0.002 0.00
C 20.768943 -14.106813 -15.155759 -0.610 -0.735 1.166 0.00
H 21.547891 -22.283322 -16.318356 -0.653 0.090 -0.235 0.01
H 23.286166 -19.141332 -25.071653 -0.647 -0.010 -0.209 0.00
O 20.692961 -21.130641 -18.542959 0.132 0.292 -1.152 0.04
H 20.544966 -14.479614 -14.156282 -0.062 -0.434 0.202 0.00
H 17.271212 -11.961004 -18.816702 0.428 -0.281 -0.327 0.00
H 21.219820 -21.800046 -14.654254 0.573 -0.695 0.159 0.00
H 24.484321 -21.454223 -18.338958 0.330 0.208 -0.147 0.00
C 21.269790 -21.442610 -15.682770 0.361 -1.049 1.459 0.02
H 17.487816 -18.746014 -24.713290 -1.106 0.258 0.210 0.00
H 20.176554 -15.972466 -16.093265 0.207 0.075 -0.361 0.00
C 14.868175 -18.262008 -22.469600 0.244 -0.716 -0.204 0.00
H 26.162202 -20.582880 -20.637856 -0.080 0.159 0.021 0.00
F 19.143552 -18.873823 -21.144314 0.263 -0.491 -0.197 0.00
H 16.188118 -17.723979 -13.500268 -0.217 0.454 0.394 0.00
C 16.376722 -21.302303 -15.003723 0.494 -1.036 -0.355 0.00
H 20.204102 -20.726837 -25.119636 0.449 0.578 0.523 0.00
N 18.736262 -19.830601 -18.335264 2.142 2.147 -2.116 0.06
H 16.360089 -20.864516 -23.854154 -0.093 -0.047 0.065 0.00
H 22.715837 -18.916971 -23.399787 0.193 -0.131 0.027 0.00
H 16.974912 -20.410823 -14.815225 0.272 0.576 0.001 0.00
H 24.777644 -22.059277 -20.764364 -0.224 -0.410 0.052 0.00
H 16.095126 -12.264794 -17.685360 -0.345 -0.573 0.355 0.00
O 16.045424 -19.957825 -23.876446 0.110 0.339 -1.464 0.00
C 16.046371 -16.944310 -14.248683 1.270 0.127 -1.265 0.00
S 18.492949 -18.279145 -18.099315 -2.688 4.115 1.814 0.03
F 21.295817 -18.938065 -21.282280 -0.473 -0.945 0.064 0.00
O 18.036039 -18.014133 -25.005519 0.599 -0.932 0.001 0.00
F 15.997182 -18.700944 -19.274427 0.809 -0.474 -0.383 0.00
H 15.271975 -21.164534 -18.817079 -0.381 -0.065 -0.001 0.00
O 18.762515 -17.242759 -19.114936 -0.130 -1.963 0.867 0.03
H 15.218491 -14.686529 -18.654852 0.068 -0.074 0.088 0.00
O 15.945351 -14.332040 -19.172166 -0.437 -1.154 -0.180 0.00
H 23.411182 -20.142275 -18.885465 -0.274 -0.147 0.412 0.00
O 23.951548 -16.589904 -25.475393 0.094 -0.167 -0.876 0.00
H 22.934849 -21.881212 -18.978639 -0.202 0.307 -0.172 0.00
H 23.585988 -17.397876 -19.077622 0.003 -0.216 0.109 0.00
H 19.755622 -18.294628 -23.917527 0.070 -0.294 0.300 0.00
C 15.139185 -19.745704 -22.833256 0.045 1.118 1.563 0.00
F 16.123760 -17.064768 -17.994326 0.014 -0.025 1.453 0.00
C 24.047568 -16.669028 -19.743825 -0.336 0.505 0.898 0.00
C 17.073921 -12.638556 -17.985983 0.030 0.476 -0.028 0.00
H 15.355625 -20.974649 -15.198909 -0.458 0.317 -0.403 0.00
C 24.293498 -21.118731 -20.501508 0.501 -1.510 0.541 0.00
H 17.076437 -23.559405 -19.056202 -0.071 -0.146 0.247 0.02
H 22.201271 -19.628400 -14.998253 0.215 0.033 -0.019 0.00
F 16.107997 -19.185615 -17.221819 -0.255 0.511 1.017 0.01
S 20.344625 -19.741091 -18.854245 0.473 -1.592 1.446 0.06
H 25.394921 -15.851985 -18.176814 0.151 -0.192 -0.243 0.00
H 20.470545 -12.255149 -14.493307 0.218 -0.305 0.094 0.00
H 19.949416 -18.125159 -25.624886 0.174 -0.260 -0.197 0.00
H 17.979283 -14.274197 -18.984728 -0.163 -0.561 -0.067 0.00
O 18.865949 -17.883260 -16.735117 -0.687 -0.647 -1.270 0.01
C 16.586575 -22.053893 -20.231907 -0.414 0.434 -0.323 0.01
H 18.829949 -20.363401 -26.004977 -0.531 0.043 0.048 0.00
H 19.794854 -20.498544 -15.057858 -0.882 0.224 -0.236 0.00
O 20.258090 -12.820174 -15.239765 -0.647 2.020 -0.526 0.00
H 18.943759 -14.738928 -16.141551 0.206 0.222 0.136 0.00
H 14.411092 -17.617490 -23.220452 0.233 -0.335 -0.455 0.00
H 14.709122 -22.754941 -19.403173 0.070 -0.102 0.257 0.00
H 21.857176 -14.089922 -15.215595 0.186 -0.304 -0.572 0.00
H 14.109225 -18.331883 -21.690356 0.231 0.183 0.379 0.00
O 24.984808 -17.286721 -20.574309 0.308 0.116 -0.270 0.00
C 23.429510 -18.576955 -24.150227 -0.359 0.306 -1.210 0.00
C 15.180665 -21.814245 -19.687494 0.493 -0.476 0.425 0.00
C 23.745594 -21.160409 -19.084649 0.061 -0.002 -0.353 0.00
O 25.311497 -20.138753 -20.612194 -0.055 0.692 -0.303 0.00
H 18.687200 -20.571563 -24.228400 -0.041 -0.137 -0.052 0.00
O 21.267145 -18.751372 -18.292982 -1.259 -0.859 -1.405 0.03
O 17.399468 -15.322154 -12.982639 0.102 -0.077 -0.194 0.00
H 23.947488 -15.629915 -25.474096 -0.065 -0.009 0.072 0.00
F 20.069215 -20.865346 -21.259697 0.595 1.993 0.110 0.00
H 15.779215 -17.792418 -22.098689 -0.158 0.089 0.083 0.00
V 18.554686 -21.753657 -17.474813 -0.961 -1.510 1.561 3.45
C 20.019663 -14.900063 -16.209145 0.882 0.007 0.142 0.00
H 23.744704 -15.310397 -18.208990 -0.065 0.224 0.204 0.00
```
Forces are in eV/Å.

Computed properties:
2S+1: 5
Electronic energy: -4436.82542 hartree
E_LUMO (spin up / spin down): 2.187 / 2.181 eV
Expectation value of S²: 6.006
Total charge: -1

***

The following is a DFT calculation (ωB97M-V/def2-TZVPD) of 14 unconnected molecules or ions with the total composition C23H64BN14O21 in a non-equilibrium geometry.

XYZ file:
```
123
Properties=species:S:1:pos:R:3:forces:R:3:lowdin_charge:R:1
H 0.238161 1.347107 -4.369581 0.048 0.112 0.184 0.07
H 4.055467 3.793933 -1.769124 -0.101 -0.185 -0.051 0.08
H -3.872029 5.191269 -0.151403 -0.070 -0.077 0.321 0.08
H 5.398261 4.396729 -2.694695 -0.051 0.080 0.294 0.10
H -0.222425 -0.380511 -5.744944 -0.384 -0.552 -0.309 0.13
H 0.610755 -0.139039 -3.413060 0.219 0.067 -0.224 0.07
C 2.117039 -4.593605 -2.014733 -1.201 -0.725 -0.780 -0.63
H 8.333473 1.091736 1.301304 0.012 0.063 -0.075 0.10
H 7.574257 -0.289161 0.619202 -0.162 -0.011 -0.010 0.09
O -6.765673 2.130979 3.899126 -0.281 0.059 0.206 0.02
H 5.379668 -0.180105 0.041540 -0.474 0.129 -0.016 0.06
H -2.880446 -1.723195 4.998353 -0.244 0.063 0.000 0.08
H 2.148512 1.511794 2.186589 -0.002 0.184 -0.085 0.06
H -0.008899 -3.678954 4.179038 -0.464 -0.295 -0.157 0.06
O -2.074205 0.602858 3.417424 0.068 -0.090 0.090 0.16
C 1.550068 1.094634 -0.504979 -0.578 0.820 -0.369 -0.38
H -8.010646 0.229971 2.885499 0.001 -0.012 -0.035 0.10
O -2.180708 0.133419 -5.364546 0.127 0.337 0.312 -0.04
N -3.083336 -2.680514 4.775759 0.220 0.347 -0.356 0.15
O 0.619726 -0.938911 0.114713 -0.314 0.400 -0.950 0.23
O 2.358282 -1.070760 -1.300982 0.006 0.291 0.306 0.11
H -4.672397 -0.140788 3.485629 0.541 0.246 -0.021 0.06
C 6.426121 1.467630 0.713213 -0.212 -0.031 -0.988 -0.68
O -3.231763 -4.911240 -0.433267 -0.174 0.155 -0.298 0.02
C -0.943461 -0.399155 -4.910498 1.489 0.119 -0.684 -0.50
H 5.510340 -2.426772 -0.481438 -0.113 -0.138 -0.226 0.07
H -3.993256 -3.085275 4.876731 -0.106 0.207 0.221 0.09
H -0.278279 -2.303117 -4.139522 0.176 0.287 -0.231 0.08
C 1.592976 -0.439173 -0.613904 0.232 -0.204 -0.263 -0.36
H -3.739765 1.526472 -1.384347 -0.076 0.400 -0.127 0.06
H -1.489512 -2.419482 -5.358728 -0.687 -0.016 0.219 0.08
H 4.201662 -3.334490 1.389577 0.157 -0.377 0.066 0.05
C 2.981503 2.002982 2.688224 0.678 -1.131 0.721 -0.04
H -1.598895 5.670675 0.990665 -0.436 0.615 -0.237 0.13
O 0.437769 1.420380 0.115279 -0.068 -0.922 -0.188 0.22
O 4.718031 -1.979756 -3.021406 0.183 -0.020 0.004 -0.07
H 1.519824 -1.515705 2.231785 -0.245 -0.442 0.260 0.08
H -2.001572 0.975338 -5.795405 -0.089 0.025 0.032 0.09
H 4.329602 -2.863238 -3.140297 -0.169 0.122 0.193 0.01
H 2.705406 2.257439 -4.721919 -0.171 -0.193 0.127 0.09
H 2.660318 2.424927 -2.933445 -0.487 -0.539 -0.313 0.05
N 2.367407 -2.040030 2.101605 -0.804 0.605 0.252 0.18
N -3.544811 -2.981267 0.715749 -0.183 0.394 -0.015 0.18
H 3.958398 -1.390937 -2.972639 -0.042 0.015 -0.110 0.02
H -2.283168 5.894639 -1.704806 0.085 0.173 -0.170 0.08
C 2.583101 2.501279 4.072376 0.619 1.414 -0.292 -0.51
H -3.148663 0.505928 -2.651156 -0.318 -0.259 -0.428 0.06
H 1.931561 3.377161 3.992741 -0.250 -0.207 -0.148 0.14
C -1.202116 -1.825225 -4.495768 1.224 -0.267 0.653 -0.05
H -4.434247 1.424141 4.215424 0.323 -0.178 -0.139 0.09
N 4.532113 3.892132 -2.645389 0.383 0.106 -0.401 0.16
N 1.156674 -3.701018 -1.601777 0.848 -0.021 -0.315 0.18
H 0.352683 4.822850 -0.359935 -0.098 -0.016 -0.240 0.08
H -5.196703 -1.003915 -3.767509 0.015 0.110 -0.480 0.08
H -6.709896 -0.895974 2.923525 0.061 0.013 0.054 0.09
H -4.115556 -3.478987 1.375927 -0.096 -0.063 -0.167 0.11
C -6.323408 1.020337 3.677537 0.734 -0.052 -0.344 -0.68
O 2.313471 1.885066 -0.981116 0.598 -0.246 -0.008 0.13
C 4.126330 3.428191 -3.870515 -0.136 0.194 -0.081 -0.68
O 1.640585 -3.962922 3.143688 0.034 -0.036 0.175 0.03
H -4.182309 1.928400 -3.102932 0.757 0.229 0.145 0.08
H 4.489923 3.593804 4.186812 -0.316 0.038 -0.258 0.08
O -1.674099 6.208128 -1.030202 0.025 -0.048 0.377 -0.05
H 2.232783 -6.723971 -1.994953 0.412 0.274 -0.262 0.10
C -5.859548 -0.166098 -3.559094 -0.088 0.278 0.529 -0.05
H 2.971078 -1.620078 1.417321 0.438 -0.415 0.106 0.07
O -2.366718 -4.788765 4.452341 -0.127 0.319 -0.358 0.00
H 4.572086 1.393236 -0.067730 -0.145 -0.216 -0.210 0.08
H -0.266390 3.762795 0.830787 -0.490 -0.020 0.150 0.08
H 0.764330 -6.019968 -1.493580 0.185 -0.246 0.127 0.09
H 0.337052 -4.047126 -1.133914 0.124 0.349 0.424 0.07
N -0.825760 -3.135327 4.435178 0.260 1.184 0.134 0.17
C -3.011040 -3.718698 -0.299415 0.822 -0.427 0.866 -0.65
O 6.461567 2.678192 0.862310 -0.014 0.009 0.441 0.01
H -1.696795 -3.653174 -1.800875 -0.100 0.225 -0.206 0.08
O 4.729906 3.726737 -4.890667 -0.037 -0.194 -0.001 0.01
C -1.725641 5.220606 0.002381 0.294 -1.073 0.138 -0.48
N -1.991910 -3.108900 -1.008719 -0.179 -0.217 -0.283 0.16
C 2.465483 -3.357067 2.485253 1.113 0.797 -0.668 -0.64
H 3.555490 3.647205 5.649243 0.027 -0.383 0.292 0.08
C -3.992280 1.135305 -2.372940 -0.916 0.232 -0.104 -0.05
H -1.824076 -1.895589 -3.600955 -0.689 0.036 -0.481 0.07
H -1.847283 -2.114299 -1.040970 -0.166 0.055 0.063 0.07
N 1.687821 -5.894293 -1.873183 -0.526 0.163 0.353 0.15
C -2.477912 0.144939 1.055633 0.078 0.150 0.304 -0.36
H -0.896698 0.722079 -3.111916 0.321 0.374 0.106 0.07
O -1.653765 0.114175 0.026718 0.323 -0.272 -0.595 0.23
H 1.517930 -2.772108 -1.416114 -0.395 -0.167 0.009 0.06
H -3.637164 -1.974995 0.683032 0.014 -0.397 -0.072 0.05
O -5.242964 -0.616367 -1.322141 -0.409 0.161 -0.049 -0.06
O -3.664352 -0.034897 1.017358 -0.025 0.215 -0.093 0.12
C -2.097432 -3.591527 4.517934 0.414 -1.590 0.510 -0.69
O 4.685140 -2.147761 -0.071293 0.261 0.263 0.179 -0.07
O -0.390881 0.152895 1.976496 0.332 0.258 0.203 0.23
B -0.257697 0.176172 0.502689 -0.300 0.347 1.594 -0.89
N 3.003266 2.648950 -3.851345 0.614 0.661 0.421 0.16
C -1.639581 0.361356 2.331893 -0.186 -0.325 -0.060 -0.37
C -0.165772 0.459800 -3.888577 -1.698 -0.513 0.495 -0.03
C -5.365606 0.452281 -2.262680 1.124 -0.562 0.120 -0.48
H -3.093633 3.916532 -1.049537 0.206 -0.049 0.038 0.07
H 4.458165 2.153695 5.103642 -0.217 -0.015 0.387 0.08
H -0.638499 -2.155628 4.579886 -0.084 -0.036 -0.113 0.09
C 3.821635 2.997618 4.816057 0.444 0.099 -0.243 -0.06
C -3.048731 4.474018 -0.106539 -0.153 0.249 -0.103 -0.06
N 7.507343 0.659123 0.933905 0.426 0.021 0.487 0.15
N 5.334425 0.809935 0.226427 0.392 0.203 0.388 0.18
N 3.671859 -3.861657 2.069337 -0.674 -0.330 0.500 0.15
H -4.544434 -0.366198 -0.705241 -0.272 -0.017 0.237 0.02
H -3.209806 3.759367 0.700471 -0.018 0.089 0.074 0.08
H 2.414307 0.890043 5.219221 0.285 0.079 -0.204 0.09
H -0.711590 3.477292 -0.846130 0.042 0.092 -0.110 0.07
H -6.872658 -0.550174 -3.434970 0.009 -0.062 0.093 0.07
H -5.897526 0.596929 -4.336925 0.233 -0.213 -0.230 0.08
H 3.754800 1.250086 2.908427 -0.227 -0.287 -0.327 0.08
N -7.036524 0.044833 3.035762 -0.434 0.030 0.020 0.15
H 4.139713 -1.859757 -0.820086 0.078 -0.287 -0.136 0.01
N -5.032517 0.651274 3.987642 -0.938 -0.078 0.217 0.15
O 3.136949 -4.283598 -2.606739 0.522 0.050 0.464 0.02
C -0.546380 4.256163 -0.100779 0.523 0.229 -0.241 -0.06
O 1.854928 1.565702 4.824953 -0.554 -0.261 0.110 -0.03
H 3.528787 2.701645 2.057723 -0.462 0.427 0.028 0.08
H 3.914467 -4.768390 2.420963 0.152 -0.057 -0.316 0.10
H -6.048972 1.246322 -1.932042 -0.202 -0.276 0.239 0.13
```
Forces are in eV/Å.

Computed properties:
Electronic energy: -3286.90649 hartree
E_LUMO: 1.095 eV
Total charge: -1